No. 1
{
  "formula": "C72H182N10O24",
  "method": "ωB97M-V/def2-TZVPD",
  "elements": ["C", "O", "C", "C", "N", "C", "C", "O", "C", "H", "H", "H", "H", "H", "H", "H", "H", "H", "H", "H", "H", "H", "H", "H", "C", "O", "C", "C", "N", "C", "C", "O", "C", "H", "H", "H", "H", "H", "H", "H", "H", "H", "H", "H", "H", "H", "H", "H", "C", "O", "C", "C", "N", "C", "C", "O", "C", "H", "H", "H", "H", "H", "H", "H", "H", "H", "H", "H", "H", "H", "H", "H", "C", "O", "C", "C", "N", "C", "C", "O", "C", "H", "H", "H", "H", "H", "H", "H", "H", "H", "H", "H", "H", "H", "H", "H", "C", "O", "C", "C", "N", "C", "C", "O", "C", "H", "H", "H", "H", "H", "H", "H", "H", "H", "H", "H", "H", "H", "H", "H", "C", "O", "C", "C", "N", "C", "C", "O", "C", "H", "H", "H", "H", "H", "H", "H", "H", "H", "H", "H", "H", "H", "H", "H", "C", "O", "C", "C", "N", "C", "C", "O", "C", "H", "H", "H", "H", "H", "H", "H", "H", "H", "H", "H", "H", "H", "H", "H", "C", "O", "C", "C", "N", "C", "C", "O", "C", "H", "H", "H", "H", "H", "H", "H", "H", "H", "H", "H", "H", "H", "H", "H", "C", "O", "C", "C", "N", "C", "C", "O", "C", "H", "H", "H", "H", "H", "H", "H", "H", "H", "H", "H", "H", "H", "H", "H", "C", "O", "C", "C", "N", "C", "C", "O", "C", "H", "H", "H", "H", "H", "H", "H", "H", "H", "H", "H", "H", "H", "H", "H", "C", "C", "C", "O", "H", "H", "H", "H", "H", "H", "H", "H", "C", "C", "C", "O", "H", "H", "H", "H", "H", "H", "H", "H", "C", "C", "C", "O", "H", "H", "H", "H", "H", "H", "H", "H", "C", "C", "C", "O", "H", "H", "H", "H", "H", "H", "H", "H"],
  "coordinates": [[0.4472, 30.1310, -13.3284], [0.8525, 29.1450, -12.3120], [1.7779, 29.7169, -11.3820], [2.0392, 28.8489, -10.1894], [2.6557, 27.5737, -10.6683], [2.6266, 26.4791, -9.6582], [3.3359, 26.7786, -8.3439], [3.5198, 25.5162, -7.7098], [4.1330, 25.4217, -6.4402], [-0.1520, 29.6696, -14.1134], [1.2527, 30.4172, -14.0046], [-0.0765, 30.9802, -12.8895], [1.2830, 30.5779, -10.9328], [2.7062, 30.0884, -11.8161], [1.2175, 28.6995, -9.4889], [2.8004, 29.2514, -9.5211], [2.1734, 27.2577, -11.4976], [3.0901, 25.6927, -10.2538], [1.5945, 26.1608, -9.5113], [2.6437, 27.4395, -7.8221], [4.3090, 27.2086, -8.5811], [4.0972, 24.4075, -6.0424], [3.7051, 26.1057, -5.7073], [5.1776, 25.7307, -6.4795], [-6.8466, 21.5991, -3.3038], [-6.3330, 22.6814, -4.0647], [-7.1043, 23.8454, -4.0773], [-6.5892, 24.9855, -4.9570], [-5.2228, 25.4826, -4.6263], [-5.3248, 26.5545, -3.5906], [-3.8848, 26.9754, -3.1778], [-3.3796, 25.7465, -2.5405], [-2.1023, 25.9925, -2.0658], [-6.8673, 21.9588, -2.2751], [-6.1804, 20.7366, -3.2848], [-7.8468, 21.2669, -3.5821], [-7.2120, 24.1343, -3.0318], [-8.0703, 23.5180, -4.4616], [-7.3054, 25.8053, -5.0125], [-6.5574, 24.6654, -5.9985], [-4.8624, 24.7035, -4.0942], [-5.9222, 26.2872, -2.7190], [-5.8832, 27.4061, -3.9793], [-3.8636, 27.7913, -2.4553], [-3.2436, 27.2580, -4.0127], [-2.0781, 26.8418, -1.3829], [-1.3990, 26.3638, -2.8111], [-1.5604, 25.1270, -1.6845], [-8.8737, 18.2382, -8.5347], [-8.4239, 17.7785, -7.2592], [-8.4423, 18.7252, -6.2315], [-7.7945, 18.0723, -5.0158], [-8.5005, 16.8563, -4.5496], [-9.7676, 17.2332, -3.8963], [-10.7403, 15.9704, -3.7580], [-11.2196, 15.4615, -5.0040], [-11.9577, 16.3235, -5.8458], [-8.2419, 19.0329, -8.9314], [-9.8637, 18.6943, -8.5248], [-8.8850, 17.4069, -9.2395], [-9.4505, 19.0951, -6.0448], [-7.9708, 19.6541, -6.5521], [-7.8147, 18.8328, -4.2353], [-6.8166, 17.7187, -5.3425], [-8.7784, 16.3821, -5.3970], [-10.3001, 18.0358, -4.4067], [-9.5438, 17.7037, -2.9389], [-11.6218, 16.3333, -3.2293], [-10.2384, 15.2362, -3.1278], [-12.6196, 16.9168, -5.2150], [-12.5567, 15.7177, -6.5258], [-11.2490, 16.9786, -6.3526], [0.3226, 24.3793, -6.6777], [-0.7630, 23.5189, -6.3251], [-1.4760, 23.9238, -5.1669], [-2.6869, 23.0240, -4.8964], [-2.2742, 21.6644, -4.6181], [-3.4570, 20.8186, -4.7487], [-3.2577, 19.3391, -4.5476], [-4.5030, 18.7384, -4.2980], [-4.4538, 17.3588, -4.4215], [0.1748, 25.4461, -6.5098], [0.6016, 24.2710, -7.7258], [1.2242, 24.0711, -6.1486], [-1.8098, 24.9511, -5.3128], [-0.8010, 23.9175, -4.3112], [-3.3157, 23.1968, -5.7699], [-3.2358, 23.4212, -4.0425], [-1.4391, 21.4445, -5.1418], [-3.8510, 20.9437, -5.7573], [-4.2635, 21.0966, -4.0702], [-2.5386, 19.1690, -3.7462], [-2.7770, 18.9137, -5.4285], [-3.6419, 16.9794, -3.8010], [-4.2489, 16.9810, -5.4231], [-5.4277, 17.0454, -4.0454], [-4.1331, 14.9860, -0.9425], [-2.7696, 14.6538, -1.3532], [-1.8505, 15.7663, -1.2539], [-0.5418, 15.4627, -2.0532], [0.3888, 14.6606, -1.1947], [0.0079, 13.2778, -0.9426], [1.1211, 12.4486, -0.3714], [0.5134, 11.2240, 0.0079], [1.4921, 10.2271, 0.1780], [-4.5842, 15.6950, -1.6368], [-4.1353, 15.5198, 0.0078], [-4.6154, 14.0121, -0.8589], [-1.6658, 16.0623, -0.2212], [-2.2443, 16.6487, -1.7583], [-0.1139, 16.4356, -2.2949], [-0.7378, 14.8558, -2.9371], [0.3601, 14.9859, -0.2390], [-0.3027, 12.8867, -1.9115], [-0.8574, 13.3288, -0.2817], [1.4891, 12.9939, 0.4977], [1.9838, 12.3164, -1.0244], [2.4214, 10.4945, 0.6810], [1.7091, 9.7903, -0.7968], [1.2614, 9.3005, 0.7037], [-4.9265, 18.9523, -0.7796], [-6.0374, 18.1413, -0.2703], [-7.0775, 17.8643, -1.2030], [-7.9821, 16.7107, -0.6834], [-7.3540, 15.4441, -1.0736], [-8.1379, 14.3034, -0.6109], [-7.4604, 12.9574, -1.0532], [-8.4439, 11.8694, -0.9948], [-7.9394, 10.5898, -0.6461], [-4.1768, 19.0050, 0.0098], [-5.1418, 19.9992, -0.9936], [-4.3857, 18.4471, -1.5799], [-6.5811, 17.6263, -2.1438], [-7.6742, 18.7622, -1.3639], [-9.0200, 16.7031, -1.0163], [-8.0239, 16.7879, 0.4031], [-7.3820, 15.4310, -2.0832], [-9.1664, 14.1548, -0.9398], [-8.2033, 14.4335, 0.4694], [-6.5954, 12.7913, -0.4111], [-7.0163, 13.0208, -2.0466], [-8.6580, 9.7727, -0.7092], [-7.4402, 10.4876, 0.3174], [-7.2192, 10.2384, -1.3849], [-1.3915, 16.3931, -10.5805], [-0.2032, 17.1929, -10.5072], [0.8248, 16.5783, -9.7511], [2.0241, 17.5356, -9.6885], [1.9415, 18.5389, -8.6143], [0.5757, 19.0709, -8.3168], [0.7417, 20.1194, -7.1804], [1.0073, 19.3535, -5.9873], [0.9833, 20.1729, -4.8517], [-1.1845, 15.4418, -11.0708], [-2.2572, 16.8607, -11.0493], [-1.7533, 16.1317, -9.5860], [1.1563, 15.6873, -10.2842], [0.4592, 16.2016, -8.7958], [2.1234, 17.9698, -10.6834], [2.9367, 16.9409, -9.7285], [2.2866, 18.1320, -7.7567], [-0.0969, 18.3005, -7.9399], [0.1995, 19.5055, -9.2429], [-0.2026, 20.6511, -7.0636], [1.5235, 20.8271, -7.4563], [1.3269, 19.6478, -3.9605], [0.0509, 20.6677, -4.5796], [1.7336, 20.9603, -4.9236], [-0.9291, 16.3740, -5.8951], [-1.7039, 15.5288, -5.0232], [-2.3718, 14.4919, -5.7790], [-3.4214, 13.8096, -4.9470], [-2.8916, 12.9622, -3.8548], [-3.9160, 12.1190, -3.3098], [-3.4058, 11.3256, -2.1377], [-4.5606, 10.6337, -1.6463], [-4.4349, 10.0421, -0.4252], [-0.4930, 17.1107, -5.2203], [-1.6114, 16.9893, -6.4816], [-0.1360, 15.9094, -6.4810], [-1.5868, 13.7759, -6.0223], [-2.7938, 14.8542, -6.7164], [-3.9678, 13.1330, -5.6041], [-4.1417, 14.5774, -4.6645], [-2.4442, 13.4944, -3.1222], [-4.2893, 11.4841, -4.1133], [-4.7399, 12.7049, -2.9023], [-2.9788, 11.9645, -1.3646], [-2.6481, 10.5840, -2.3908], [-3.6565, 9.2794, -0.4048], [-5.3407, 9.4552, -0.2727], [-4.2687, 10.7566, 0.3810], [3.9202, 23.2501, -10.4228], [2.6910, 23.4767, -11.1368], [1.5814, 22.7340, -10.6459], [0.1974, 23.0398, -11.2035], [-0.2932, 24.3953, -10.8497], [-1.7030, 24.7352, -11.0459], [-2.5889, 24.1466, -9.9662], [-3.9568, 24.7456, -9.9330], [-4.7125, 24.1711, -8.8775], [4.8446, 23.5608, -10.9098], [4.1308, 22.1808, -10.4020], [3.9063, 23.6176, -9.3968], [1.5464, 22.8551, -9.5632], [1.6974, 21.6813, -10.9035], [-0.4877, 22.2930, -10.8024], [0.3867, 22.8339, -12.2570], [0.3719, 25.0472, -11.2405], [-2.0208, 24.4764, -12.0559], [-1.8724, 25.8012, -10.8939], [-2.0610, 24.2693, -9.0205], [-2.6958, 23.0772, -10.1480], [-5.6870, 24.6577, -8.8387], [-4.1763, 24.3622, -7.9479], [-4.8830, 23.0949, -8.8471], [-2.9520, 13.3415, -11.9338], [-3.6292, 14.4641, -11.3587], [-4.6009, 14.1170, -10.4693], [-5.3837, 15.3120, -10.0361], [-4.6595, 16.1741, -9.1180], [-5.4294, 17.4318, -8.7814], [-4.5509, 18.5046, -8.1156], [-3.6757, 19.0326, -9.1001], [-2.8676, 20.0280, -8.5053], [-2.2949, 12.7738, -11.2749], [-2.3679, 13.7115, -12.7764], [-3.6884, 12.6605, -12.3604], [-4.1286, 13.6144, -9.6253], [-5.4037, 13.5332, -10.9197], [-6.2494, 14.8223, -9.5901], [-5.6968, 15.8049, -10.9565], [-3.7824, 16.4234, -9.5523], [-6.2632, 17.2397, -8.1060], [-5.8928, 17.9006, -9.6495], [-4.0985, 18.0468, -7.2359], [-5.2592, 19.2270, -7.7100], [-3.4701, 20.7560, -7.9621], [-2.5009, 20.6502, -9.3217], [-2.0463, 19.6186, -7.9171], [-8.4623, 12.8197, -5.0788], [-7.0964, 13.5002, -5.1222], [-6.8897, 14.3869, -6.3777], [-7.0571, 14.3713, -3.9793], [-8.6443, 12.2220, -5.9720], [-9.2745, 13.5408, -4.9872], [-8.4669, 12.1730, -4.2014], [-6.2487, 12.8204, -5.0362], [-7.7997, 14.9454, -6.5972], [-6.6558, 13.7921, -7.2607], [-6.0369, 15.0582, -6.2777], [-7.5559, 15.1691, -4.1699], [-1.7970, 28.4031, -9.8826], [-2.2319, 28.3794, -8.3909], [-2.1891, 26.9725, -7.7511], [-1.2499, 29.2022, -7.8101], [-0.8820, 27.8220, -9.9973], [-1.6322, 29.4330, -10.1991], [-2.5671, 27.9609, -10.5147], [-3.1979, 28.8535, -8.2170], [-2.4287, 27.0653, -6.6919], [-1.2211, 26.5132, -7.9516], [-2.9933, 26.3359, -8.1201], [-1.3307, 30.0514, -8.2505], [-2.7182, 21.9727, -1.0519], [-1.2449, 21.7084, -1.1515], [-0.9110, 20.2687, -1.3131], [-0.7596, 22.3309, -2.3103], [-3.2755, 21.2590, -1.6586], [-2.9929, 22.9888, -1.3350], [-3.0459, 21.7924, -0.0281], [-0.8040, 22.0492, -0.2147], [-1.3406, 19.9509, -2.2631], [-1.3255, 19.6678, -0.5037], [0.1667, 20.1211, -1.3824], [-1.3582, 22.0551, -3.0084], [3.7439, 23.0383, -3.5368], [2.7280, 23.5702, -2.4866], [2.0078, 24.7691, -3.0668], [1.9725, 22.4432, -2.2050], [4.4972, 22.4274, -3.0394], [4.3538, 23.8263, -3.9786], [3.3267, 22.2947, -4.2158], [3.3732, 23.8641, -1.6587], [1.6975, 24.4235, -4.0528], [2.5294, 25.7259, -3.0413], [1.0905, 25.0720, -2.5619], [1.0387, 22.6619, -2.2470]],
  "mulliken_charge": [-0.8741, -0.2587, -0.8319, -0.2120, -0.3792, 0.1570, -0.7850, 0.0296, -0.9579, 0.2820, 0.3490, 0.3161, 0.3987, 0.4170, 0.1005, 0.3835, 0.3417, 0.2594, -0.2131, 0.3047, 0.3073, 0.1235, 0.3657, 0.4613, -0.5730, -0.0271, -0.6038, -0.8684, 0.2566, -0.7376, -0.5883, -0.1768, -0.8337, 0.3843, -0.2189, 0.4467, 0.3948, 0.4271, 0.5098, 0.1191, -0.3262, 0.3410, 0.5404, 0.5073, 0.1755, 0.4644, 0.3131, 0.0647, -1.1351, 0.1066, -1.2872, -0.1679, 1.6040, -1.0533, -0.8349, -0.3687, -0.5026, 0.3337, 0.3475, 0.3160, 0.5627, 0.5086, 0.3132, -0.8249, -0.0271, 0.5224, 0.2826, 0.6222, -0.0110, 0.3281, 0.2479, 0.0412, -1.0686, 0.5836, -0.4137, -0.0825, 1.8518, 0.0204, 1.3218, 1.0707, 0.5225, 0.4808, -0.3463, 0.1710, 0.2807, -0.1804, 0.2615, -0.1971, -0.9670, -0.3155, -0.5900, -0.8596, -0.6645, 0.0942, -0.2878, -0.6156, -0.2778, -0.0609, 0.1935, -0.0327, -0.4901, -0.1796, -0.6288, -0.2779, -0.8655, -0.0157, 0.5720, -0.2274, 0.3640, -0.3534, 0.2996, -0.3001, 0.3638, 0.1162, 0.2178, 0.3127, 0.4014, 0.3245, 0.3483, 0.2798, -0.3876, -0.5305, 1.2434, -1.5662, 0.5567, -0.9670, 0.5997, -0.4616, -0.8035, 0.3782, 0.3248, -0.0614, -0.9869, 0.5161, 0.4309, 0.6599, -0.5252, 0.3645, 0.3476, 0.2892, -0.4780, 0.4071, 0.3605, 0.2041, -0.0712, -0.4188, -0.0154, -1.2677, -0.3977, -0.2691, 0.3609, -0.4669, -0.3136, 0.2926, 0.4353, -0.3603, 0.6086, -0.0338, 0.3172, 0.5379, 0.3253, -0.3432, 0.6746, -0.3851, 0.5591, 0.4470, -0.0587, 0.1555, -0.1434, 0.0466, -1.0626, 0.2803, -0.2678, 0.3724, -0.6263, -0.2653, -0.8865, -0.0405, -0.3395, 0.5760, 0.4726, 0.2091, 0.5191, -0.5234, -0.2631, 0.7759, -0.6190, 0.0718, 0.4524, 0.3710, 0.2495, 0.3294, -0.7584, -0.4903, -0.2585, -0.7207, 0.3129, -0.9182, 0.5599, -0.5073, -0.3887, 0.2953, 0.4035, 0.1623, 0.0820, 0.5459, 0.2485, 0.2960, 0.1096, 0.2984, -0.0557, -0.3211, 0.4647, 0.2738, -0.0239, 0.3579, -0.9106, -0.2188, -0.8756, -0.6175, 0.8873, -0.9415, -0.1027, -0.6410, 0.5647, 0.3305, 0.2637, 0.4019, 0.2656, 0.4847, 0.3119, 0.3866, -0.4515, -0.0395, 0.4755, -0.0680, 0.3814, -0.1970, 0.1003, -0.2331, -1.5183, 1.0349, -1.3567, 1.2240, 0.4006, 0.1169, 0.3722, 0.1105, 0.3499, 0.6202, -0.1541, -1.0698, -1.2742, 0.4349, 0.3202, -0.6228, -0.0098, 0.5921, 0.4434, 0.3022, -0.2832, -0.3295, 0.0680, 0.3483, -0.2817, 0.1921, -0.3581, 1.0458, -0.6155, -0.0925, 0.6338, 0.4922, -0.7721, 0.4929, 0.3060, -0.6970, -1.2361, 0.6545, -0.7501, -0.5513, 0.4601, 0.2831, 0.1951, 0.2219, -0.0887, 0.4445, 0.1982, 0.1075],
  "max_force_ev_per_a": 3.07,
  "spin_multiplicity": 1,
  "de_lowest_kj_mol": 325.53,
  "lumo_energy_ev": 0.3,
  "mol_weight_g_mol": 1572.3
}

***

No. 2
{
  "formula": "H14O7",
  "method": "ωB97M-V/def2-TZVPD",
  "elements": ["O", "H", "H", "O", "H", "H", "O", "H", "H", "O", "H", "H", "O", "H", "H", "O", "H", "H", "O", "H", "H"],
  "coordinates": [[-1.6516, 1.3152, -0.4135], [-0.6379, 1.5909, -0.4598], [-1.7300, 0.7547, 0.3527], [1.1357, 0.8936, -1.0704], [0.6804, 1.0488, -1.9088], [1.7640, 0.1631, -1.0688], [-1.3370, -1.0619, -1.7422], [-2.0830, -1.5279, -1.2961], [-1.3865, -0.2352, -1.1838], [1.1072, -1.9217, -0.8013], [0.8675, -2.3988, -0.0020], [0.2726, -1.6165, -1.3675], [0.9873, -0.6754, 1.5257], [1.2249, 0.2862, 1.4827], [1.0212, -0.7416, 0.5642], [1.2545, 2.0397, 1.2653], [1.9456, 2.5644, 1.6727], [1.2690, 1.9100, 0.2453], [-1.5744, -0.6116, 1.2042], [-1.9945, -1.0312, 1.9329], [-0.5873, -0.5909, 1.2936]],
  "mulliken_charge": [-0.7770, 0.3272, 0.4694, -0.7141, 0.3160, 0.2990, -0.7509, 0.3443, 0.4136, -0.7851, 0.3109, 0.4743, -0.7757, 0.4977, 0.2682, -0.7042, 0.2734, 0.4268, -0.6704, 0.2514, 0.5052],
  "max_force_ev_per_a": 4.29,
  "spin_multiplicity": 1,
  "de_lowest_kj_mol": 168.73,
  "smiles": "O.O.O.O.O.O.O",
  "lumo_energy_ev": 0.3,
  "mol_weight_g_mol": 126.1
}